No. 1
ORCA calculation (the ωB97M-V functional and the def2-TZVPD basis) on a molecular structure, C34H54B2N2O5P2Zn.

The LUMO energy is 0.004 Ha. The value obtained for the gap between HOMO and LUMO is 7.87 eV. As for the energy relative to the best compared isomer or geometry (same formula, charge and spin): 1.2 kcal/mol.

The geometry in ORCA input format:
```
! RIJCOSX wB97M-V def2-TZVPD def2/J DEFGRID3
* xyz 0 1
Zn 0.17284 0.15717 0.68053
C 3.11966 2.18748 0.50900
P 1.80846 1.49055 -0.53356
C 1.09103 2.97627 -1.34024
N 1.92444 3.78011 -1.92771
C 1.39048 4.72374 -2.75737
C 2.23814 5.63888 -3.41773
C 1.71502 6.50421 -4.33677
C 0.33260 6.48828 -4.62924
C -0.50536 5.62232 -3.98529
C 0.01047 4.72937 -3.01915
N -0.84355 3.96779 -2.28019
C -0.34488 3.15384 -1.38426
P -1.96482 0.98945 -0.11824
C -3.14178 0.67148 1.25243
C -3.01527 0.80094 -1.65831
C -3.98319 -0.37668 -1.49920
C -3.82742 2.08256 -1.86792
C -2.12073 0.56612 -2.87989
C 2.67274 0.60044 -1.92688
C 3.49835 -0.52052 -1.29104
C 3.59633 1.46849 -2.78136
C 1.57664 -0.00428 -2.80699
H 3.71240 2.90643 -0.05520
H 3.75206 1.39553 0.90742
H 2.62741 2.69110 1.34199
H 3.29598 5.61544 -3.18923
H 2.36061 7.20333 -4.85217
H -0.06324 7.17957 -5.36196
H -1.57194 5.61071 -4.16843
H -4.02847 1.30490 1.17787
H -2.63077 0.89740 2.18592
H -3.44656 -0.37352 1.28233
H -4.71844 -0.18899 -0.71602
H -3.47031 -1.31096 -1.26330
H -4.52778 -0.52320 -2.43616
H -4.45410 2.30470 -1.00210
H -4.48229 1.95231 -2.73622
H -3.18523 2.94557 -2.04028
H -1.40061 -0.23745 -2.71938
H -1.56822 1.47030 -3.14129
H -2.73925 0.29584 -3.74031
H 4.35124 -0.12846 -0.73540
H 3.88622 -1.17425 -2.07658
H 2.89588 -1.12680 -0.61583
H 4.34384 1.98690 -2.17947
H 3.04771 2.21688 -3.34816
H 4.12284 0.82208 -3.48994
H 0.95428 -0.70026 -2.24048
H 2.03208 -0.54910 -3.63849
H 0.93043 0.76928 -3.22867
O 1.16983 0.81691 3.53533
B 0.40615 -0.05131 2.73119
O -0.17662 -1.02637 3.56714
C 0.21615 -0.73432 4.84891
C -0.10016 -1.38419 6.02024
C 0.44392 -0.86105 7.19300
C 1.26338 0.26224 7.17246
C 1.57567 0.91120 5.97831
C 1.03376 0.38346 4.82842
H -0.74186 -2.25465 6.02508
H 0.22147 -1.33822 8.13818
H 1.66608 0.64249 8.10187
H 2.20965 1.78687 5.95031
C -1.37071 3.22088 3.19240
C -0.62893 3.84965 2.01586
C 0.64361 4.50644 2.52858
O -0.24977 2.83626 1.07801
B -1.23934 2.82538 -0.05798
O -2.20055 3.87680 0.28535
C -1.56007 4.77384 1.17820
C -2.63424 5.48165 1.99295
C -0.77627 5.82453 0.38530
H -0.75107 2.43168 3.61882
H -2.31661 2.79658 2.86474
H -1.58069 3.95485 3.97173
H 1.20453 3.78017 3.12100
H 0.41388 5.36299 3.16686
H 1.27305 4.84348 1.70538
H -3.30522 4.76684 2.46449
H -3.22408 6.11336 1.32716
H -2.19216 6.11752 2.76415
H 0.07562 5.39113 -0.14421
H -0.39706 6.60971 1.04277
H -1.44173 6.27464 -0.35187
C -1.78315 -3.09333 0.41383
C -0.85822 -2.58788 -0.67292
O 0.34589 -2.04893 -0.12019
C 1.31568 -3.05890 0.19362
C 2.04903 -2.74191 1.47604
H -2.72118 -3.44249 -0.02089
H -1.99769 -2.29005 1.12004
H -1.34009 -3.92182 0.96853
H -1.32238 -1.77237 -1.22158
H -0.60103 -3.37507 -1.38922
H 2.00706 -3.13967 -0.65167
H 0.80369 -4.01908 0.29104
H 2.53024 -1.76379 1.43184
H 2.82288 -3.49330 1.64286
H 1.36419 -2.74284 2.32244
*
```

Mulliken atomic charge list, values in e, 99 entries: number 1, Zn, carries 2.3281; number 2, C, carries -1.3773; number 3, P, carries 0.3038; number 4, C, carries -0.2876; number 5, N, carries -0.2711; number 6, C, carries 0.2620; number 7, C, carries -0.5628; number 8, C, carries -0.6070; number 9, C, carries -0.5036; number 10, C, carries -0.8445; number 11, C, carries 0.4053; number 12, N, carries 0.1738; number 13, C, carries -0.0413; number 14, P, carries 3.4650; number 15, C, carries -1.4368; number 16, C, carries 1.9161; number 17, C, carries -1.9724; number 18, C, carries -1.7080; number 19, C, carries -1.1986; number 20, C, carries 1.9108; number 21, C, carries -2.0452; number 22, C, carries -1.9010; number 23, C, carries -1.2072; number 24, H, carries 0.3726; number 25, H, carries 0.4882; number 26, H, carries 0.1713; number 27, H, carries 0.4525; number 28, H, carries 0.4017; number 29, H, carries 0.4003; number 30, H, carries 0.4702; number 31, H, carries 0.4008; number 32, H, carries 0.3522; number 33, H, carries 0.4506; number 34, H, carries 0.3424; number 35, H, carries 0.2482; number 36, H, carries 0.5515; number 37, H, carries 0.3085; number 38, H, carries 0.5896; number 39, H, carries 0.1218; number 40, H, carries 0.0679; number 41, H, carries 0.1538; number 42, H, carries 0.6338; number 43, H, carries 0.3572; number 44, H, carries 0.5491; number 45, H, carries 0.2067; number 46, H, carries 0.3381; number 47, H, carries 0.3661; number 48, H, carries 0.5071; number 49, H, carries -0.1228; number 50, H, carries 0.6683; number 51, H, carries 0.1321; number 52, O, carries -0.0999; number 53, B, carries -0.5010; number 54, O, carries -0.1546; number 55, C, carries 0.7192; number 56, C, carries -1.2399; number 57, C, carries -0.4970; number 58, C, carries -0.5902; number 59, C, carries -1.1415; number 60, C, carries 0.4655; number 61, H, carries 0.5299; number 62, H, carries 0.3963; number 63, H, carries 0.4046; number 64, H, carries 0.5077; number 65, C, carries -1.6799; number 66, C, carries 1.5531; number 67, C, carries -1.9724; number 68, O, carries -0.3874; number 69, B, carries -2.0489; number 70, O, carries -0.6986; number 71, C, carries 1.7016; number 72, C, carries -2.0331; number 73, C, carries -1.8114; number 74, H, carries -0.0633; number 75, H, carries 0.3938; number 76, H, carries 0.4031; number 77, H, carries 0.3051; number 78, H, carries 0.2844; number 79, H, carries 0.3820; number 80, H, carries 0.3505; number 81, H, carries 0.5030; number 82, H, carries 0.2943; number 83, H, carries 0.2782; number 84, H, carries 0.3765; number 85, H, carries 0.4086; number 86, C, carries -1.1986; number 87, C, carries 0.4077; number 88, O, carries -0.2784; number 89, C, carries -0.5927; number 90, C, carries -1.1160; number 91, H, carries 0.4920; number 92, H, carries 0.0664; number 93, H, carries 0.4455; number 94, H, carries -0.7472; number 95, H, carries 0.5858; number 96, H, carries 0.3039; number 97, H, carries 0.5573; number 98, H, carries 0.2203; number 99, H, carries 0.4917



No. 2
ORCA calculation (the ωB97M-V functional and the def2-TZVPD basis) on a molecular structure, C34H54Br2CsN4O7P2SSbSe4 at a distorted geometry.

The LUMO energy is 0.096 Ha. The value obtained for the gap between HOMO and LUMO is 3.34 eV.

The geometry in ORCA input format:
```
! RIJCOSX wB97M-V def2-TZVPD def2/J DEFGRID3
* xyz -2 1
Cs -0.04189 0.16503 0.84233
C -0.09989 2.70997 -3.88753
C -0.91779 1.72341 -4.70300
C -0.35156 1.49857 -6.08593
O -1.08590 0.39356 -4.09211
P -0.17239 -0.30963 -3.01490
O 0.11744 0.38988 -1.75347
C -1.13731 -1.81683 -2.73621
P -2.39299 -1.55260 -1.46255
O -1.80937 -1.54471 -0.11589
O -3.09732 -0.20152 -1.82407
C -4.20685 0.17533 -2.69433
C -4.22295 -0.57536 -4.01370
C -5.49730 0.04219 -1.91698
O -3.51596 -2.63621 -1.73348
C -3.63731 -3.91882 -1.01207
C -4.10681 -3.69732 0.41500
C -2.35359 -4.72230 -1.09378
O 1.10316 -0.69994 -3.86750
C 2.46361 -0.93619 -3.26783
C 3.10799 0.36602 -2.80945
C 2.43736 -1.97311 -2.15026
H -0.03181 3.64351 -4.45555
H 0.91527 2.34114 -3.72134
H -0.55780 2.93272 -2.92484
H -1.93625 2.09466 -4.78325
H 0.65184 1.06937 -6.00638
H -0.28799 2.45088 -6.62027
H -0.98083 0.81321 -6.65972
H -0.46449 -2.58915 -2.34954
H -1.58285 -2.16808 -3.66852
H -4.01479 1.22226 -2.89342
H -4.40097 -1.63857 -3.85126
H -3.27708 -0.43920 -4.54961
H -5.03150 -0.17921 -4.63181
H -5.69379 -1.01134 -1.69258
H -6.32663 0.43933 -2.50862
H -5.43697 0.59814 -0.97985
H -4.41396 -4.42631 -1.57026
H -3.36311 -3.13253 0.98200
H -4.25401 -4.66041 0.90552
H -5.05442 -3.15109 0.42822
H -1.55774 -4.23565 -0.52394
H -2.03812 -4.84733 -2.13595
H -2.51301 -5.71287 -0.66084
H 3.01742 -1.33525 -4.10483
H 2.56688 0.78539 -1.95882
H 3.12694 1.09282 -3.62643
H 4.13817 0.17683 -2.49847
H 1.94985 -1.59264 -1.25621
H 3.45948 -2.22069 -1.86259
H 1.94945 -2.89798 -2.48282
N -1.18734 3.60882 -0.60783
C -0.33231 4.72823 -0.12999
C 1.12608 4.32031 -0.10895
N 1.29808 3.17558 0.80068
H -2.05295 3.59923 -0.07947
H -0.71337 2.75044 -0.34223
H -0.59313 5.03455 0.88520
H -0.45780 5.59348 -0.78441
H 1.71562 5.19643 0.16947
H 1.43388 4.02431 -1.11927
H 0.94886 3.43673 1.72943
H 2.28017 2.97900 0.96995
Br -1.02996 -4.32487 3.48984
C -0.02765 -2.89988 2.63948
Br 0.76989 -3.49277 0.97989
H 0.76721 -2.57324 3.30097
H -0.72669 -2.09690 2.42328
Se 3.09047 3.32393 3.73877
Sb 0.95565 2.65881 4.83206
Se 0.21050 0.40813 4.06186
Se -0.78234 4.20997 3.93898
Se 1.24579 2.57021 7.26366
O 2.55093 -0.40949 0.94401
S 3.19731 0.06073 2.22368
C 4.93793 0.29305 1.75958
C 5.31123 0.03505 0.44659
C 6.63432 0.24136 0.04991
C 7.56599 0.71025 0.96792
C 7.17846 0.97627 2.28538
C 5.86434 0.77283 2.68980
C 3.46432 -1.40162 3.25867
C 3.31829 -1.24464 4.63309
C 3.44811 -2.36238 5.45880
C 3.69511 -3.61633 4.90448
C 3.82377 -3.76014 3.52033
C 3.71190 -2.64667 2.69480
H 4.54842 -0.31478 -0.24294
H 6.93242 0.04555 -0.97498
H 8.59295 0.87855 0.65834
H 7.90119 1.36042 2.99764
H 5.53804 1.01828 3.69556
H 3.08177 -0.26421 5.04542
H 3.32207 -2.24620 6.52869
H 3.77304 -4.48708 5.54659
H 3.99997 -4.73937 3.08867
H 3.78397 -2.73246 1.61491
N -7.25726 2.70507 4.57332
C -6.30001 2.39641 4.01842
C -5.09727 2.00309 3.26251
C -3.91032 2.69444 3.38633
C -2.82182 2.29659 2.61291
N -2.88741 1.27051 1.75466
C -4.03711 0.58747 1.67161
C -5.16333 0.91842 2.40034
H -3.79150 3.52114 4.07584
H -1.86387 2.82223 2.73483
H -4.04452 -0.26242 0.99453
H -6.07970 0.34827 2.30809
*
```

Mulliken atomic charge list, values in e, 99 entries: number 1, Cs, carries 2.0996; number 2, C, carries -1.1781; number 3, C, carries 0.7343; number 4, C, carries -1.4133; number 5, O, carries -0.2333; number 6, P, carries -1.3447; number 7, O, carries 0.8705; number 8, C, carries -0.6513; number 9, P, carries -0.9144; number 10, O, carries 0.5927; number 11, O, carries -0.0239; number 12, C, carries 0.6268; number 13, C, carries -1.1795; number 14, C, carries -1.3897; number 15, O, carries -0.4265; number 16, C, carries 0.4110; number 17, C, carries -0.9898; number 18, C, carries -1.0972; number 19, O, carries -0.3473; number 20, C, carries 0.4657; number 21, C, carries -1.0828; number 22, C, carries -1.0223; number 23, H, carries 0.5233; number 24, H, carries 0.0686; number 25, H, carries 0.2052; number 26, H, carries 0.2740; number 27, H, carries 0.1989; number 28, H, carries 0.4409; number 29, H, carries 0.3423; number 30, H, carries 0.3740; number 31, H, carries 0.4659; number 32, H, carries 0.4079; number 33, H, carries 0.1748; number 34, H, carries 0.1087; number 35, H, carries 0.5333; number 36, H, carries 0.1828; number 37, H, carries 0.4985; number 38, H, carries 0.2744; number 39, H, carries 0.3503; number 40, H, carries 0.0063; number 41, H, carries 0.4806; number 42, H, carries 0.2794; number 43, H, carries -0.0304; number 44, H, carries 0.2781; number 45, H, carries 0.5140; number 46, H, carries 0.3532; number 47, H, carries 0.1152; number 48, H, carries 0.3536; number 49, H, carries 0.3982; number 50, H, carries 0.0457; number 51, H, carries 0.5310; number 52, H, carries 0.3627; number 53, N, carries -0.5240; number 54, C, carries -0.5740; number 55, C, carries -0.7263; number 56, N, carries 0.2806; number 57, H, carries 0.2960; number 58, H, carries -0.1656; number 59, H, carries 0.2575; number 60, H, carries 0.3744; number 61, H, carries 0.4137; number 62, H, carries 0.2983; number 63, H, carries -0.3308; number 64, H, carries 0.0568; number 65, Br, carries -0.1805; number 66, C, carries 0.8476; number 67, Br, carries -0.0499; number 68, H, carries -0.0467; number 69, H, carries -0.4950; number 70, Se, carries -0.8183; number 71, Sb, carries 0.7805; number 72, Se, carries -0.6485; number 73, Se, carries -0.7410; number 74, Se, carries -0.8569; number 75, O, carries -0.9404; number 76, S, carries 0.5988; number 77, C, carries 0.1484; number 78, C, carries 0.2862; number 79, C, carries -0.6095; number 80, C, carries -0.4614; number 81, C, carries -0.7041; number 82, C, carries -0.4902; number 83, C, carries 0.2520; number 84, C, carries -0.2808; number 85, C, carries -0.6391; number 86, C, carries -0.5077; number 87, C, carries -0.6017; number 88, C, carries -0.3036; number 89, H, carries -0.1312; number 90, H, carries 0.3983; number 91, H, carries 0.3514; number 92, H, carries 0.3819; number 93, H, carries 0.4667; number 94, H, carries 0.2935; number 95, H, carries 0.4292; number 96, H, carries 0.3379; number 97, H, carries 0.3781; number 98, H, carries 0.3464; number 99, N, carries -0.5729



Q: gap between HOMO and LUMO of number 2 (C34H54Br2CsN4O7P2SSbSe4)?
A: 3.34 eV